ORCA calculation (wB97M-V/def2-TZVPD) on a molecular structure, C64H70F18N12O8PS4 at a distorted geometry.

Positions of all 177 atoms, in Å:
C: 1.36949 -2.40519 11.06828
N: 1.24049 -3.04208 9.70735
C: 2.36957 -3.49307 9.04372
C: 2.26029 -4.01588 7.77619
C: 0.97998 -4.07368 7.15010
C: -0.12248 -3.65244 7.88932
C: 0.05078 -3.14810 9.15418
C: 0.88293 -4.41840 5.70285
C: 1.45929 -5.68621 5.32086
C: 1.49449 -5.98593 4.00673
N: 0.95425 -5.18627 3.04395
C: 0.46174 -3.99610 3.35943
C: 0.46129 -3.58158 4.70292
C: 1.25960 -5.55379 1.59968
H: 0.95359 -1.39940 10.99003
H: 2.40793 -2.26294 11.29702
H: 1.00157 -2.97848 11.88736
H: 3.30672 -3.33198 9.49874
H: 3.20724 -4.32285 7.36936
H: -1.11447 -3.72428 7.54154
H: -0.78128 -2.83361 9.80138
H: 1.83731 -6.37520 6.03561
H: 1.92633 -6.95854 3.73381
H: 0.23610 -3.31305 2.51407
H: 0.16757 -2.52411 4.92028
H: 1.22823 -4.77277 0.85148
H: 0.49197 -6.28154 1.35006
H: 2.26678 -5.93368 1.61009
C: 11.82759 -1.59062 -4.43595
N: 10.76009 -1.02769 -3.59862
C: 11.03799 -0.35538 -2.44255
C: 10.07046 0.18744 -1.68460
C: 8.72662 0.07452 -2.11251
C: 8.52736 -0.51962 -3.35846
C: 9.53569 -1.12746 -4.06222
C: 7.60431 0.50618 -1.23337
C: 6.41555 -0.19467 -1.10643
C: 5.42445 0.29274 -0.21681
N: 5.73703 1.40231 0.48843
C: 6.94193 2.01151 0.47939
C: 7.89000 1.63337 -0.44594
C: 4.64544 2.19625 1.12689
H: 11.49102 -2.44240 -5.03310
H: 12.56430 -2.03206 -3.78541
H: 12.22252 -0.69734 -4.96710
H: 12.05541 -0.32568 -2.15926
H: 10.43075 0.52437 -0.69730
H: 7.51230 -0.63789 -3.73206
H: 9.45129 -1.65174 -5.00393
H: 6.32702 -1.11499 -1.70113
H: 4.44882 -0.10405 -0.10238
H: 7.05207 2.86697 1.17896
H: 8.84650 2.16255 -0.49049
H: 4.40391 3.01740 0.45384
H: 4.84900 2.57688 2.14882
H: 3.80986 1.50946 1.24512
C: -0.27822 5.47707 0.32051
N: -0.96857 6.06847 -0.89927
C: -0.87647 7.38545 -1.10727
C: -1.46089 7.90101 -2.26545
C: -2.26170 7.08981 -3.04679
C: -2.38859 5.73315 -2.74072
C: -1.70513 5.25878 -1.66650
C: -3.01112 7.63809 -4.18528
C: -2.44480 8.55871 -5.06692
C: -3.22098 9.03207 -6.11929
N: -4.54518 8.76084 -6.23772
C: -5.08277 7.94211 -5.32626
C: -4.37115 7.33988 -4.33623
C: -5.47745 9.46683 -7.21676
H: -0.94802 4.90677 0.95411
H: 0.17396 6.30463 0.83992
H: 0.50097 4.83216 -0.06010
H: -0.22571 7.92205 -0.43305
H: -1.51581 8.98929 -2.41821
H: -3.04776 5.14134 -3.39669
H: -1.71574 4.26256 -1.24863
H: -1.41422 8.74891 -4.95448
H: -2.81374 9.61716 -6.92831
H: -6.15564 7.81679 -5.39738
H: -4.89660 6.68959 -3.64455
H: -6.19508 10.01365 -6.59200
H: -5.92999 8.67294 -7.80047
H: -4.87606 10.03623 -7.93767
C: -7.51853 -4.30803 2.75059
N: -7.19592 -2.86863 3.01528
C: -8.06631 -2.12145 3.80693
C: -7.74744 -0.80577 4.06026
C: -6.61130 -0.23443 3.58384
C: -5.76226 -1.02591 2.82058
C: -6.04216 -2.35333 2.62519
C: -6.33646 1.23024 3.78745
C: -5.02957 1.76007 3.80970
C: -4.85154 3.07639 4.07128
N: -5.89192 3.89191 4.33147
C: -7.12644 3.43142 4.26843
C: -7.37782 2.10578 4.02040
C: -5.53929 5.31400 4.68511
H: -7.55794 -4.89756 3.66528
H: -6.82757 -4.70069 2.02644
H: -8.41805 -4.39969 2.16519
H: -8.87003 -2.72142 4.17122
H: -8.27854 -0.19264 4.77231
H: -4.93461 -0.50818 2.36685
H: -5.27237 -2.98032 2.17720
H: -4.13219 1.12660 3.74135
H: -3.88779 3.55231 4.12389
H: -7.91598 4.16801 4.21372
H: -8.38925 1.78292 3.96194
H: -4.51639 5.55251 4.53864
H: -5.82138 5.55227 5.69202
H: -6.11539 5.96408 4.03841
C: -3.41144 -9.08831 -7.96667
N: -2.83959 -7.59907 -8.04094
C: -1.86116 -7.28298 -7.17638
C: -1.30202 -6.04573 -7.19828
C: -1.75575 -5.09750 -8.08410
C: -2.82678 -5.43134 -8.96476
C: -3.39017 -6.64441 -8.85329
C: -1.11169 -3.73467 -7.99040
C: -0.91582 -3.13834 -6.72311
C: -0.25509 -1.93450 -6.60016
N: 0.29960 -1.35682 -7.72088
C: 0.13047 -1.94034 -8.93690
C: -0.52481 -3.12732 -9.08775
C: 1.10063 0.01160 -7.61161
H: -4.38918 -8.99399 -8.40099
H: -3.40558 -9.37342 -6.89818
H: -2.81182 -9.78649 -8.54557
H: -1.45987 -8.05636 -6.51741
H: -0.52089 -5.78162 -6.55241
H: -3.12043 -4.74194 -9.73110
H: -4.18567 -6.96645 -9.52212
H: -1.25132 -3.66258 -5.83694
H: -0.08621 -1.37018 -5.71067
H: 0.56570 -1.41384 -9.75230
H: -0.46976 -3.49988 -10.06369
H: 0.63770 0.72263 -8.31009
H: 2.12506 -0.23638 -7.85949
H: 0.94371 0.37514 -6.59852
P: -4.77576 4.28894 0.47116
F: -4.38907 3.70011 -0.99430
F: -6.28042 4.70659 0.10712
F: -5.13758 2.84064 0.99759
F: -5.07324 4.84169 2.06308
F: -3.28014 3.95734 0.94114
F: -4.20077 5.76451 0.06489
C: 3.96597 -2.76970 1.88463
F: 2.60887 -2.57701 1.84957
F: 4.26799 -4.07538 1.81885
F: 4.47867 -2.12645 0.82138
S: 4.59267 -2.12968 3.56292
O: 3.51282 -2.62924 4.42632
O: 5.95347 -2.58812 3.75762
N: 4.51383 -0.53129 3.18086
S: 4.59584 0.40208 4.42289
O: 4.25961 1.76668 4.04434
O: 3.95984 -0.09970 5.68924
C: 6.41668 0.59051 4.69499
F: 6.94976 -0.55842 5.19213
F: 6.99142 0.84122 3.54032
F: 6.58526 1.58166 5.56380
C: -1.72007 -1.25841 -0.18189
F: -1.60860 -1.93421 -1.34400
F: -2.41897 -0.14057 -0.31703
F: -2.57181 -2.02601 0.60587
S: 0.00357 -1.10817 0.40599
O: 0.52412 -2.45297 0.25444
O: 0.59428 -0.09698 -0.36317
N: -0.15146 -0.80939 1.84397
S: -0.55925 0.68134 2.37840
O: 0.07313 1.81908 1.73206
O: -1.96240 0.81390 2.60375
C: 0.26049 0.68097 4.06185
F: 0.23079 1.84992 4.55697
F: -0.33431 -0.14616 4.96282
F: 1.53721 0.23982 3.89645

The gap between HOMO and LUMO comes out at 0.228 hartree. The HOMO energy comes out at -0.705 Eh. Its total charge is +7. The energy comes out at -7468.98705 a.u.

ORCA calculation (wB97M-V/def2-TZVPD) on a molecular structure, C4H4LaO5 at a distorted geometry.

Positions of all 14 atoms, in Å:
O: -0.29219 -0.88685 0.24517
H: -3.84948 -0.37451 -1.36477
O: -0.43104 1.38599 0.05549
O: -1.87401 0.10013 -1.11880
C: -2.96597 -0.74222 -0.82715
C: -3.11917 -0.64725 0.70702
O: -2.08984 0.23489 1.09676
C: -1.10317 0.26031 0.06914
H: -2.75478 -1.77383 -1.14846
H: -3.00096 -1.63198 1.18533
H: -4.08048 -0.21312 1.01185
La: 2.09953 1.19545 0.31885
C: 1.30192 -1.29431 -0.38631
O: 1.67664 -2.44067 -0.24903

The gap between HOMO and LUMO (alpha / beta) comes out at 0.176 / 0.219 hartree. The HOMO energy (alpha / beta) comes out at -0.245 / -0.288 Eh. The value obtained for the energy above the lowest of the compared OMol25 structures with the same formula, charge and spin is 0.0 kJ/mol. As for the expectation value of S²: 0.752. The energy comes out at -562.45903 a.u. The spin multiplicity is 2.

ORCA calculation (wB97M-V/def2-TZVPD) on C5H8BrF in the gas phase at a distorted geometry.

Positions of all 15 atoms, in Å:
C: 0.61671 -1.02742 -0.10921
C: 0.09909 0.20613 0.40008
C: 0.09292 -1.60935 -1.67838
C: 0.78884 1.42829 0.19424
C: -1.23332 0.11891 1.11465
F: -1.23967 -1.65971 -1.51445
Br: 0.47044 -0.07284 -2.94742
H: 1.66745 -1.11963 -0.17711
H: 0.29090 -1.82226 0.62935
H: 1.67694 1.46947 0.74990
H: 0.08995 2.18402 0.29912
H: 1.24457 1.50158 -0.86800
H: -1.78173 0.96694 0.69318
H: -1.06423 0.32818 2.22440
H: -1.71886 -0.89231 0.98966

The gap between HOMO and LUMO (alpha / beta) comes out at 0.290 / 0.324 hartree. The HOMO energy (alpha / beta) comes out at -0.261 / -0.385 Eh. The value obtained for the energy above the lowest of the compared OMol25 structures with the same formula, charge and spin is 0.0 kJ/mol. As for the expectation value of S²: 2.009. The energy comes out at -2869.01112 a.u. The spin multiplicity is 3.

ORCA calculation (wB97M-V/def2-TZVPD) on C4H8BrI in the gas phase at a distorted geometry.

Positions of all 14 atoms, in Å:
C: 1.55478 -0.11834 0.39455
C: 0.21617 0.05496 1.07765
Br: -0.13578 1.84249 1.83082
C: -0.98447 -0.41483 0.26755
C: -1.02636 0.29359 -1.13546
I: -1.17670 -2.55933 0.10853
H: 1.50543 -1.18197 0.10544
H: 2.45874 -0.06331 0.89527
H: 1.80118 0.38981 -0.53411
H: 0.25754 -0.46357 2.06424
H: -1.88484 0.05379 0.75918
H: -0.77288 -0.45796 -1.84093
H: -1.95310 0.76469 -1.11398
H: -0.24217 1.04141 -1.22244

The gap between HOMO and LUMO comes out at 0.367 hartree. The HOMO energy comes out at -0.358 Eh. The value obtained for the energy above the lowest of the compared OMol25 structures with the same formula, charge and spin is 23.3 kJ/mol. The energy comes out at -3028.88929 a.u.